(1)
Here is a cluster of 2 separate species, C23H17F5O4S in total at a distorted geometry from the Open Molecules 2025 dataset. Energies are from the ωB97M-V functional and the def2-TZVPD basis.

The geometry in XYZ format:
```
50
Properties=species:S:1:pos:R:3:nbo_charge:R:1
F 3.6250 -4.9752 0.8852 -0.325
C 3.5264 -3.6858 0.3934 0.402
C 4.7110 -2.9525 0.3194 -0.294
C 4.5582 -1.6531 -0.1819 0.406
F 5.6973 -0.8763 -0.2946 -0.324
C 3.3198 -1.0774 -0.4592 -0.224
C 2.0959 -1.8196 -0.3343 -0.085
C 0.8588 -1.1948 -0.7482 -0.026
C -0.2842 -1.8267 -1.3198 0.013
C -1.0624 -1.0772 -2.2670 -0.258
C -2.1911 -1.6198 -2.8635 0.413
F -2.9510 -0.8123 -3.6864 -0.325
C -2.6754 -2.8997 -2.5763 -0.317
C -1.8606 -3.6545 -1.7336 0.418
F -2.2924 -4.9323 -1.4364 -0.326
C -0.7262 -3.1667 -1.0894 -0.275
C 2.2577 -3.1633 0.1291 -0.223
H 5.6708 -3.3316 0.6734 0.261
H 3.2713 -0.0531 -0.8327 0.243
H 0.9596 -0.1597 -1.0466 0.231
H -0.7213 -0.0797 -2.5464 0.227
H -3.6362 -3.2491 -2.9464 0.259
H -0.1803 -3.8298 -0.4323 0.225
H 1.4069 -3.8182 0.2682 0.227
C -2.8928 0.8998 4.6411 -0.627
C -1.6239 0.2188 4.1883 -0.065
O -1.6073 0.2941 2.7463 -0.521
C -0.4436 -0.0507 2.1326 0.706
C -0.2263 0.7638 0.8860 -0.036
F 1.0715 1.1255 0.7632 -0.349
S -1.3882 2.2668 0.7866 2.080
C -0.7130 3.2105 -0.5872 -0.237
C -0.0390 4.4198 -0.3969 -0.190
C 0.5232 5.0488 -1.5106 -0.215
C 0.4155 4.4482 -2.7688 -0.191
C -0.3039 3.2615 -2.9450 -0.207
C -0.8931 2.6510 -1.8436 -0.232
O -2.7099 1.7572 0.4810 -0.903
O -1.0756 3.0663 1.9608 -0.929
O 0.3922 -0.8616 2.5199 -0.590
H -2.9711 0.8513 5.7304 0.213
H -2.8930 1.9609 4.3573 0.227
H -3.7817 0.4207 4.2140 0.217
H -0.7526 0.7380 4.6031 0.190
H -1.6030 -0.8440 4.4413 0.189
H 0.0663 4.8470 0.5993 0.249
H 1.0611 5.9936 -1.3932 0.225
H 0.8858 4.9085 -3.6377 0.220
H -0.4133 2.7865 -3.9212 0.221
H -1.4619 1.7265 -1.9205 0.234
```

The total charge is 0. The calculation puts the gap between HOMO and LUMO at 4.9 eV.

=====

(2)
Here is a cluster of 2 separate species, C3H3N3O in total at a distorted geometry from the Open Molecules 2025 dataset. Energies are from the ωB97M-V functional and the def2-TZVPD basis.

The geometry in XYZ format:
```
10
Properties=species:S:1:pos:R:3:nbo_charge:R:1
C -0.0162 0.6613 -0.5071 0.677
C -0.2957 -1.4215 -0.2583 0.325
C 0.1454 -0.2084 1.4667 0.305
H 0.8346 1.7636 -2.2996 0.521
H -1.0030 -2.3115 -0.7381 0.165
H 0.6379 -0.1814 2.5828 0.181
N -0.1163 -0.5570 -1.1558 -0.532
N -0.1219 -1.4300 1.0674 -0.532
N 0.0618 0.9655 0.8243 -0.500
O 0.2205 1.7114 -1.1131 -0.609
```

The total charge is 0. The calculation puts the gap between HOMO and LUMO at 9.4 eV.

=====

(3)
Here is an isolated molecule of C6H9NS at a distorted geometry from the Open Molecules 2025 dataset. Energies are from the ωB97M-V functional and the def2-TZVPD basis.

The geometry in XYZ format:
```
17
Properties=species:S:1:pos:R:3:nbo_charge:R:1
C 1.2965 -0.5391 -2.0524 -0.428
C 0.4051 -0.1329 -1.1596 -0.110
S -0.8628 1.1456 -1.4831 0.146
C -1.1597 1.4869 0.3599 -0.469
C 0.1192 0.8780 0.8975 -0.252
C 0.7252 -0.2709 1.6241 -0.350
C 0.1385 -0.5155 0.2535 0.010
N -1.1065 -1.2547 0.4404 -0.842
H 1.3773 -0.0930 -3.0557 0.211
H 2.0060 -1.3235 -1.7964 0.210
H -2.0677 1.0009 0.6938 0.231
H -1.2494 2.5452 0.5011 0.225
H 0.9708 1.4925 0.4879 0.215
H 0.2273 -0.8252 2.3931 0.237
H 1.7844 -0.1864 1.7779 0.227
H -1.7104 -1.1393 -0.3702 0.369
H -0.8936 -2.2685 0.4882 0.370
```

The total charge is 0. The SMILES is C=C1SC[C@H]2C[C@]12N. The calculation puts the gap between HOMO and LUMO at 9.4 eV.

=====

E_LUMO: -2.8636, -0.8410, 0.9468 (eV)